Record 1
DFT (ωB97M-V with the def2-TZVPD basis set) results for a 2-piece molecular cluster, C18H28N2O3 overall.

Structure (XYZ):
```
51
Properties=species:S:1:pos:R:3:mulliken_charge:R:1
C -2.2712 -0.0744 3.0323 -1.4733
C -1.2754 -1.1559 3.4789 2.1461
C -1.9257 -2.0481 4.5569 -1.7358
C -0.0688 -0.4614 4.1467 -1.7844
C -0.8821 -1.9801 2.2462 0.3288
C -1.7608 -2.9461 1.7149 -0.5570
C -1.4306 -3.6843 0.5738 -1.0156
C -0.2129 -3.4713 -0.0787 0.9014
C 0.1429 -4.2315 -1.3338 -1.1056
C 0.0708 -3.3495 -2.5822 0.0265
O 0.4500 -2.1825 -2.5886 -0.4542
C 0.6685 -2.5163 0.4358 -0.6449
C 0.3377 -1.7771 1.5719 -0.3773
H -2.5734 0.5469 3.8813 0.4002
H -1.8178 0.5723 2.2737 0.2832
H -3.1693 -0.5292 2.6020 0.3628
H -1.2790 -2.9019 4.7846 0.3882
H -2.0871 -1.4843 5.4813 0.4513
H -2.8993 -2.4248 4.2318 0.3389
H 0.3445 0.3179 3.4992 0.2605
H -0.3674 0.0176 5.0846 0.4301
H 0.7184 -1.1883 4.3718 0.4331
H -2.7262 -3.1282 2.1735 0.2716
H -2.1369 -4.4134 0.1889 0.2925
H 1.1560 -4.6325 -1.2448 0.3375
H -0.5356 -5.0789 -1.4628 0.3737
H -0.3170 -3.7753 -3.5021 0.4059
H 1.6144 -2.3309 -0.0644 0.3358
H 1.0556 -1.0389 1.9080 0.3647
C 1.9022 3.9580 -5.0405 -0.9725
N 1.4238 3.3662 -3.7934 -0.0224
C 0.7575 2.2089 -3.7066 0.2202
O 0.4956 1.5460 -4.7077 -0.6931
C 0.3385 1.6679 -2.3171 0.5710
C -1.1157 2.0139 -1.9673 -1.4209
N 1.2011 2.0011 -1.1689 -0.1055
C 1.5220 3.2020 -0.6865 0.9258
C 2.4302 3.2064 0.5198 -1.1939
O 1.1360 4.2621 -1.1593 -0.7304
H 2.4220 4.8949 -4.8367 0.3557
H 1.0551 4.1526 -5.7005 0.2954
H 2.5829 3.2655 -5.5391 0.2898
H 1.5334 3.8958 -2.9354 0.1584
H 0.3749 0.5818 -2.4204 0.2024
H -1.3993 1.5267 -1.0340 0.2583
H -1.2314 3.0935 -1.8626 0.3704
H -1.7739 1.6622 -2.7626 0.4078
H 1.5872 1.2112 -0.6804 0.2088
H 2.6031 4.2366 0.8295 0.3384
H 1.9543 2.6579 1.3302 0.2045
H 3.3780 2.7396 0.2585 0.3472
```

**Total charge**: 0
**Energy**: -1037.947928 Ha
**SMILES**: CC(C)(C)c1ccc(CC=O)cc1.CNC(=O)[C@H](C)NC(C)=O
**Relative energy (zero: lowest compared OMol25 entry of this formula, charge and spin)**: 0.614 eV

Record 2
DFT (ωB97M-V with the def2-TZVPD basis set) results for a 6-piece molecular cluster, H13NO5 overall.

Structure (XYZ):
```
19
Properties=species:S:1:pos:R:3:mulliken_charge:R:1
N -0.3876 0.9288 -1.3252 -0.6936
H 0.2482 0.2824 -1.7745 0.2283
H -0.9955 1.3061 -2.0423 0.2242
H 0.1697 1.7013 -1.0085 0.2163
O 1.2312 -1.8911 -2.4433 -0.6349
H 0.7190 -2.6909 -2.6574 0.3242
H 1.7955 -1.7092 -3.1949 0.3059
O -0.8845 0.0193 1.6737 -0.7104
H -1.5857 0.6557 1.5402 0.3067
H -0.4639 0.1328 0.8291 0.3660
O -1.9543 -2.2642 -2.0835 -0.6220
H -1.7681 -1.3853 -1.6872 0.3166
H -2.9031 -2.3727 -1.8842 0.3036
O 1.3142 2.2171 1.4788 -0.6135
H 0.8796 3.0604 1.7014 0.3020
H 1.6497 2.0066 2.3703 0.3207
O 1.3865 0.1166 3.4364 -0.6577
H 0.6080 0.0541 2.8376 0.3979
H 0.9412 -0.1679 4.2334 0.3198
```

**Total charge**: 0
**Energy**: -438.748669 Ha
**SMILES**: N.O.O.O.O.O
**Relative energy (zero: lowest compared OMol25 entry of this formula, charge and spin)**: 0.916 eV

Record 3
DFT (ωB97M-V with the def2-TZVPD basis set) results for Cl2H4Si3 in the gas phase.

Structure (XYZ):
```
9
Properties=species:S:1:pos:R:3:mulliken_charge:R:1
Si -0.0286 -3.3798 -0.7213 0.1989
Si -0.5139 0.0052 0.8538 0.4285
Si -0.1212 -1.0988 -1.2577 0.2151
Cl -2.1909 -2.2623 -1.3340 -0.2346
Cl 1.2363 0.0201 1.8320 -0.2465
H -0.5298 0.1582 -2.0486 -0.0813
H 0.1049 -4.5279 -1.7402 -0.0714
H -1.6762 -0.4128 1.8850 -0.0741
H -0.6011 1.4283 0.6566 -0.1347
```

**Total charge**: 0
**Energy**: -1791.215119 Ha
**Relative energy (zero: lowest compared OMol25 entry of this formula, charge and spin)**: 1.438 eV

Record 4
DFT (ωB97M-V with the def2-TZVPD basis set) results for C22H13F3NO5Rh as an isolated structure.

Structure (XYZ):
```
45
Properties=species:S:1:pos:R:3:mulliken_charge:R:1
Rh -0.1061 -0.0071 -0.4103 0.1442
O 2.0904 -0.0207 3.1497 -0.6311
C 1.6505 0.0896 2.0239 0.7565
O 0.4478 0.2502 1.6642 -0.5577
C 2.6560 0.0509 0.8479 0.4299
C 4.0238 0.0160 1.0823 -0.6589
C 4.8777 -0.0070 -0.0071 -0.1769
C 4.3299 0.0035 -1.2848 -0.7513
C 2.9535 0.0370 -1.4323 -0.3088
N 2.1440 0.0604 -0.3778 0.0950
H 4.3662 0.0086 2.1064 0.4943
H 5.9491 -0.0335 0.1292 0.4212
H 4.9632 -0.0138 -2.1581 0.3931
H 2.4811 0.0525 -2.4070 0.4607
F -3.4091 -8.3716 -3.4261 -0.2548
C -4.2730 -7.4217 -3.0196 0.8288
F -5.0359 -7.1395 -4.0940 -0.2545
F -5.0814 -8.0035 -2.1253 -0.2817
C -3.5739 -6.1999 -2.4954 0.3145
C -2.7306 -5.5088 -3.3621 -0.7556
C -2.0998 -4.3618 -2.9326 -0.5942
C -2.2951 -3.8952 -1.6265 0.9174
C -3.1368 -4.6032 -0.7623 -0.6939
C -3.7711 -5.7517 -1.1940 -0.4455
C -1.6267 -2.7280 -1.2071 0.0670
C -0.9991 -1.7200 -0.9018 -0.6290
H -2.5696 -5.8754 -4.3658 0.3830
H -1.4512 -3.8132 -3.5975 0.4342
H -3.2889 -4.2443 0.2434 0.4525
H -4.4121 -6.3021 -0.5207 0.4539
O -2.9563 3.7899 -0.3630 -0.4708
C -2.4780 4.1539 -1.5619 0.8805
C -2.9742 5.2710 -2.2333 -0.7855
C -2.4743 5.6339 -3.4671 -0.5288
C -1.4622 4.8887 -4.0551 -0.6839
C -0.9593 3.7827 -3.4019 -0.3417
C -1.4518 3.3967 -2.1553 -0.0714
C -0.9142 2.1917 -1.4952 1.7829
O 0.0559 1.5627 -2.0164 -0.7097
O -1.4067 1.7566 -0.4249 -0.9082
H -3.6439 4.3972 -0.0570 0.3303
H -3.7648 5.8511 -1.7730 0.2858
H -2.8755 6.4992 -3.9722 0.3919
H -1.0740 5.1722 -5.0210 0.3923
H -0.1773 3.1896 -3.8496 0.3840
```

**Total charge**: 0
**Energy**: -1687.163940 Ha
**Relative energy (zero: lowest compared OMol25 entry of this formula, charge and spin)**: 2.927 eV

Record 5
DFT (ωB97M-V with the def2-TZVPD basis set) results for C13H16N2O5 as an isolated structure.

Structure (XYZ):
```
36
Properties=species:S:1:pos:R:3:mulliken_charge:R:1
C 1.1117 1.2809 -1.8070 0.8558
C -0.1708 1.0331 -1.0728 -0.0663
C 1.4005 2.8447 -2.3260 -0.6524
C 1.1497 4.0738 -1.2444 0.4464
C 1.1793 -0.9036 0.1032 0.6376
C 0.9263 -2.2234 -0.7631 0.2296
C 1.0406 -1.2654 1.5186 -1.3123
C -0.3534 -1.4109 2.0814 0.2163
C -1.0716 -0.4005 2.6290 -0.2093
C -0.9056 -2.6434 1.9166 -0.3243
C -2.3794 -0.5977 3.1822 -0.4169
C -2.2262 -2.7862 2.4050 -0.4470
C -3.0981 -1.7830 2.9077 -0.6452
H -0.0739 0.5103 -3.3548 0.3113
H 1.8005 0.7380 -3.7974 0.2890
H 2.1075 1.0757 -1.1723 0.0257
H 2.7266 2.6753 -2.5372 0.3098
H 0.7918 2.9673 -3.3700 0.2692
H -0.7915 3.7564 -1.2936 0.3716
H -0.9890 -0.6872 -0.1110 0.2972
H 2.0260 -0.1068 0.0643 0.1292
H 1.7185 -2.2147 1.6972 0.4030
H 1.6851 -0.5289 2.1509 0.4910
H -0.7027 0.5948 2.7296 0.4301
H -0.4157 -3.3041 1.2810 0.5683
H -2.8954 0.1162 3.9227 0.2736
H -2.8286 -3.7572 2.1112 0.2069
H -4.0980 -1.8878 3.3169 0.3765
H 0.4157 -1.0914 -2.3322 0.4614
N 1.0307 0.4975 -3.0479 -0.7875
N -0.0910 -0.1153 -0.3445 -0.0488
O -1.1973 1.7373 -1.2376 -0.7459
O 2.0704 4.7476 -0.9097 -0.4997
O -0.1897 4.3326 -0.8760 -0.4664
O 1.1585 -3.3102 -0.3947 -0.4379
O 0.1385 -1.9638 -2.0251 -0.5397
```

**Total charge**: 0
**Energy**: -990.539719 Ha
**Relative energy (zero: lowest compared OMol25 entry of this formula, charge and spin)**: 6.335 eV

Record 6
DFT (ωB97M-V with the def2-TZVPD basis set) results for C28H36P2SiZn as an isolated structure.

Structure (XYZ):
```
68
Properties=species:S:1:pos:R:3:mulliken_charge:R:1
C -0.6487 -1.3667 1.3672 -0.5042
C -0.7748 -1.4051 -0.0512 -0.3474
C 0.5495 -1.6342 -0.6067 -0.6588
H -1.7109 -1.5055 -0.6122 0.7086
C 1.4502 -1.7053 0.5019 -1.1484
C 0.7304 -1.5245 1.6978 -0.8324
H 1.0965 -1.5625 2.7159 0.4850
H -1.4451 -1.2859 2.0927 0.5234
H 0.7513 -2.0049 -1.6197 0.7587
H 2.5057 -1.9807 0.4523 0.5193
Zn 0.1244 0.5196 -0.8916 1.2228
C 0.1329 1.1892 -3.1250 -0.7166
H 1.1186 0.6411 -2.9643 -0.3846
H -0.0780 2.1958 -2.6432 0.4252
H -0.7562 0.6087 -3.4829 0.1175
Si 0.9117 1.2701 -4.9910 0.8317
C -0.6109 0.8767 -5.9811 -0.2145
C -1.2654 -0.3655 -6.0245 0.4180
H -0.9201 -1.2102 -5.4060 0.3635
C -2.3782 -0.5439 -6.8892 -0.6773
H -2.8921 -1.5076 -6.9214 0.3464
C -2.8279 0.4917 -7.7125 -0.4040
H -3.7081 0.3656 -8.3563 0.3627
C -2.1505 1.7222 -7.6816 -0.5036
H -2.4610 2.5406 -8.3394 0.3546
C -1.0659 1.9249 -6.8140 -0.5804
H -0.5323 2.8871 -6.7906 0.2899
C 2.2889 0.1064 -5.4730 0.3594
C 2.1972 -0.4848 -6.7477 -0.4115
H 1.3684 -0.2272 -7.4248 0.2938
C 3.1440 -1.4417 -7.1661 -0.5423
H 3.0448 -1.9037 -8.1485 0.3543
C 4.1994 -1.8226 -6.3225 -0.4475
H 4.9156 -2.5980 -6.6297 0.3497
C 4.3226 -1.1871 -5.0775 -0.4836
H 5.1543 -1.4646 -4.4237 0.3403
C 3.3943 -0.2206 -4.6538 -0.4509
H 3.5167 0.2690 -3.6802 0.3859
H 1.0288 2.5553 -3.9747 -0.2583
H 1.3951 2.3604 -5.9273 -0.4393
C -3.2032 0.4325 0.9861 -1.5086
P -1.8007 1.4845 0.4779 0.6666
C -2.5337 3.0530 -0.0936 -1.2302
C -0.9662 1.9263 2.0985 0.2818
C -1.6820 2.0661 3.2858 -0.7224
C -0.9655 2.3428 4.4587 -0.5685
C 0.4220 2.5217 4.4700 -0.9063
C 1.1179 2.3951 3.2673 -0.5643
C 0.4452 2.0544 2.0998 0.2203
P 1.3132 1.8097 0.4939 0.9967
C 2.9131 1.1470 0.9602 -1.5964
C 1.6158 3.4963 -0.0670 -1.1444
H -3.6771 0.1116 0.0477 0.3943
H -3.9173 1.0288 1.5771 0.5282
H -2.8694 -0.4469 1.5615 0.3073
H -3.0214 3.4985 0.7828 0.4180
H -1.7226 3.6800 -0.4909 0.3223
H -3.2701 2.8229 -0.8993 0.3996
H -2.7931 1.9844 3.2768 0.2398
H -1.5399 2.4353 5.3780 0.3845
H 0.9485 2.7478 5.4049 0.3957
H 2.1920 2.5324 3.2707 0.3460
H 2.8032 0.2443 1.5574 0.3677
H 3.4539 0.8465 0.0553 0.4236
H 3.4743 1.8956 1.5318 0.5344
H 2.4375 3.9394 0.5034 0.4333
H 0.7506 4.1470 0.0829 0.3783
H 1.8668 3.5279 -1.1335 0.3975
```

**Total charge**: 0
**Energy**: -3839.852903 Ha
**Relative energy (zero: lowest compared OMol25 entry of this formula, charge and spin)**: 2.906 eV